Record 1
17 unconnected molecules or ions with the total composition C47H138N10O17, computed with wB97M-V/def2-TZVPD.

Geometry as ORCA input:
```
! RIJCOSX wB97M-V def2-TZVPD def2/J DEFGRID3
* xyz 0 1
C -5.955 3.381 -1.155
C -6.494 3.818 0.189
C -5.752 4.997 0.802
O -4.355 4.840 0.667
C -3.646 5.889 1.286
N -7.938 4.046 0.103
H -6.107 4.146 -1.928
H -6.389 2.444 -1.492
H -4.872 3.253 -1.077
H -6.310 2.958 0.849
H -6.048 5.101 1.853
H -6.020 5.927 0.267
H -2.600 5.753 1.013
H -3.763 5.874 2.376
H -3.992 6.865 0.917
H -8.259 4.467 0.973
H -8.095 4.758 -0.608
C 8.387 -1.658 2.156
C 7.166 -0.825 2.518
C 6.333 -0.463 1.317
O 5.774 -1.642 0.788
C 4.912 -1.357 -0.295
N 6.378 -1.476 3.585
H 8.144 -2.625 1.715
H 8.974 -1.850 3.057
H 9.025 -1.089 1.477
H 7.559 0.092 2.972
H 6.989 0.018 0.571
H 5.576 0.287 1.576
H 5.425 -0.864 -1.124
H 4.097 -0.703 0.048
H 4.453 -2.300 -0.585
H 6.093 -2.404 3.247
H 5.452 -1.040 3.592
C 0.729 -4.847 -2.357
C 0.807 -5.531 -3.718
C 0.169 -4.681 -4.773
O 0.000 -5.449 -5.953
C -0.729 -4.747 -6.919
N 2.215 -5.829 -3.994
H 1.217 -5.477 -1.615
H -0.307 -4.815 -2.003
H 1.131 -3.833 -2.383
H 0.275 -6.481 -3.635
H 0.781 -3.806 -5.027
H -0.811 -4.358 -4.380
H -0.214 -3.806 -7.165
H -1.741 -4.519 -6.565
H -0.781 -5.339 -7.831
H 2.268 -6.268 -4.909
H 2.779 -4.987 -4.025
C 0.825 -0.473 0.620
C -0.455 -0.231 -0.151
C -0.864 1.209 -0.323
O -1.074 1.780 0.944
C -1.630 3.083 0.953
N -0.313 -0.879 -1.476
H 0.942 -1.521 0.894
H 0.825 0.147 1.519
H 1.709 -0.259 0.009
H -1.243 -0.776 0.395
H -1.780 1.263 -0.930
H -0.052 1.750 -0.842
H -2.016 3.267 1.953
H -2.486 3.114 0.267
H -0.860 3.780 0.606
H -1.204 -0.739 -1.974
H -0.329 -1.889 -1.330
C -5.273 0.374 -3.429
C -4.277 -0.445 -2.602
C -4.638 -1.908 -2.647
O -5.826 -2.129 -1.912
C -6.074 -3.481 -1.676
N -2.909 -0.292 -3.134
H -6.307 0.122 -3.185
H -5.122 0.195 -4.496
H -5.115 1.437 -3.238
H -4.298 -0.116 -1.561
H -3.841 -2.528 -2.211
H -4.793 -2.329 -3.656
H -6.963 -3.546 -1.052
H -5.238 -4.003 -1.190
H -6.280 -4.050 -2.599
H -2.702 0.692 -3.283
H -2.933 -0.734 -4.050
C 4.335 0.547 -3.983
C 3.250 0.677 -2.914
C 2.285 1.808 -3.269
O 2.888 3.083 -3.366
C 3.076 3.683 -2.111
N 2.534 -0.593 -2.824
H 4.857 1.497 -4.112
H 3.910 0.271 -4.949
H 5.070 -0.174 -3.625
H 3.809 0.801 -1.980
H 1.431 1.818 -2.575
H 1.874 1.564 -4.254
H 2.140 3.834 -1.556
H 3.589 4.628 -2.272
H 3.706 3.068 -1.450
H 1.767 -0.620 -2.157
H 2.106 -0.733 -3.736
C 6.310 1.976 5.127
C 5.592 3.079 4.410
C 4.192 2.710 4.022
O 4.203 1.778 2.972
C 2.904 1.472 2.520
N 5.535 4.275 5.291
H 6.121 1.001 4.679
H 6.074 1.943 6.191
H 7.395 2.120 5.058
H 6.160 3.365 3.514
H 3.611 3.600 3.735
H 3.698 2.296 4.918
H 3.018 0.886 1.611
H 2.308 2.369 2.302
H 2.344 0.907 3.278
H 6.497 4.483 5.549
H 5.254 5.091 4.754
C 2.466 -4.161 1.160
C 3.183 -3.929 2.503
C 2.894 -4.976 3.532
O 1.533 -4.883 3.913
C 1.171 -5.822 4.901
N 4.633 -3.756 2.363
H 2.233 -3.219 0.666
H 1.489 -4.640 1.298
H 3.051 -4.815 0.511
H 2.780 -2.996 2.917
H 3.528 -4.816 4.418
H 3.110 -6.016 3.237
H 0.181 -5.552 5.262
H 1.861 -5.729 5.752
H 1.207 -6.853 4.539
H 5.075 -4.611 2.044
H 4.808 -3.040 1.659
C 1.762 -2.166 -8.362
C 0.806 -1.027 -7.985
C 1.238 -0.252 -6.769
O 1.274 -1.007 -5.589
C 0.011 -1.197 -5.007
N 0.622 -0.063 -9.113
H 1.257 -2.912 -8.973
H 2.131 -2.697 -7.475
H 2.662 -1.770 -8.839
H -0.189 -1.484 -7.948
H 0.506 0.562 -6.646
H 2.208 0.208 -6.970
H -0.394 -0.259 -4.595
H 0.122 -1.867 -4.156
H -0.750 -1.611 -5.677
H 0.407 -0.620 -9.939
H 1.540 0.303 -9.374
C -0.640 -1.468 3.710
C -1.459 -2.696 4.046
C -2.951 -2.482 3.881
O -3.443 -1.352 4.574
C -3.702 -1.608 5.940
N -1.088 -3.788 3.128
H 0.363 -1.725 3.374
H -0.557 -0.809 4.575
H -1.148 -0.888 2.934
H -1.240 -3.050 5.064
H -3.529 -3.358 4.209
H -3.163 -2.326 2.818
H -4.425 -2.422 6.045
H -4.092 -0.686 6.367
H -2.776 -1.834 6.482
H -1.536 -4.664 3.386
H -0.089 -3.989 3.237
C -5.111 3.229 3.839
O -4.623 4.086 4.846
H -4.907 2.198 4.132
H -6.181 3.404 3.696
H -4.737 3.423 2.821
H -3.706 3.853 5.060
C 0.457 5.064 4.073
O 0.471 4.304 5.293
H 1.423 5.547 3.931
H 0.196 4.433 3.229
H -0.313 5.842 4.136
H 0.914 4.822 5.969
C -4.089 0.467 1.611
O -5.432 0.383 2.023
H -3.813 1.425 1.163
H -3.433 0.511 2.496
H -3.737 -0.336 0.955
H -5.514 -0.398 2.577
C -2.186 4.101 -2.829
O -2.589 2.946 -3.566
H -2.463 5.031 -3.335
H -2.701 4.103 -1.870
H -1.106 4.078 -2.657
H -1.958 2.841 -4.285
C 0.068 6.282 -0.484
O 0.292 6.333 0.922
H 0.530 5.384 -0.878
H -1.011 6.261 -0.684
H 0.445 7.175 -0.992
H -0.218 7.058 1.292
C -1.829 1.691 4.678
O -2.050 3.069 4.951
H -2.776 1.155 4.707
H -1.375 1.516 3.696
H -1.173 1.273 5.449
H -1.172 3.476 5.017
C -2.338 -3.590 -0.387
O -1.142 -3.517 0.379
H -3.071 -2.863 -0.016
H -2.107 -3.329 -1.419
H -2.700 -4.622 -0.319
H -1.353 -3.531 1.342
*
```

Energy: -3699.8892 Ha

***

Record 2
A molecular structure, C19H29BF9LuN3NbO2S2, computed with wB97M-V/def2-TZVPD.

Geometry as ORCA input:
```
! RIJCOSX wB97M-V def2-TZVPD def2/J DEFGRID3
* xyz 2 1
C 1.659 -0.683 -2.025
B 2.011 -1.088 -0.584
O 3.406 -1.358 -0.324
Nb 0.327 -1.257 1.112
C 1.406 -0.042 2.595
C 2.339 1.102 2.236
C 1.662 2.458 1.986
C 2.116 3.164 0.709
N 1.191 4.256 0.397
C 1.802 5.581 0.549
C 0.693 4.115 -0.948
C 1.708 4.043 -2.062
O -0.460 4.072 -1.167
C -0.953 -2.219 2.623
C -1.444 -3.626 2.385
C -0.835 -4.356 1.176
S -1.608 -3.729 -0.287
C -0.563 -4.136 -1.638
S 0.641 -5.200 -1.640
N -1.018 -3.433 -2.774
C -2.136 -3.717 -3.540
C -2.186 -2.738 -4.504
N -1.134 -1.869 -4.343
C -0.452 -2.283 -3.313
C -1.009 0.370 0.142
F -0.151 1.315 -0.373
F -1.655 -0.191 -0.949
C -2.080 1.081 1.015
F -2.270 2.316 0.550
F -1.575 1.184 2.276
C -3.472 0.363 1.062
F -3.295 -0.963 0.816
F -3.939 0.474 2.316
C -4.564 0.936 0.108
F -4.070 1.137 -1.107
F -5.032 2.072 0.599
F -5.536 0.042 0.037
H 2.369 -1.055 -2.770
H 1.589 0.409 -2.106
H 0.664 -1.044 -2.295
H 3.563 -1.484 0.628
H -0.389 -2.364 -0.231
H 1.358 -2.753 1.331
H 1.962 -0.875 3.071
H 0.683 0.305 3.344
H 2.955 1.208 3.141
H 3.070 0.872 1.451
H 1.933 3.114 2.816
H 0.577 2.364 1.961
H 3.141 3.534 0.842
H 2.155 2.446 -0.119
H 1.039 6.346 0.420
H 2.207 5.666 1.556
H 2.614 5.766 -0.163
H 2.733 4.223 -1.747
H 1.429 4.775 -2.821
H 1.650 3.058 -2.531
H -1.764 -1.498 2.770
H -0.328 -2.184 3.528
H -1.285 -4.278 3.246
H -2.532 -3.558 2.289
H 0.240 -4.260 1.033
H -1.056 -5.423 1.282
H -2.773 -4.569 -3.360
H -2.916 -2.617 -5.288
H 0.429 -1.820 -2.905
Lu 5.160 -1.495 -1.490
*
```

Energy: -4067.6202 Ha

***

Per-record gap between HOMO and LUMO, eV: 8.9 3.5